(1)
Molecular formula: Br2CdNO3
Method: DFT, ωB97M-V with the def2-TZVPD basis set

Last column: Löwdin charge in e.
Atoms and positions in Å:
Cd  11.75  0.06  16.26  0.8803
N  14.48  1.75  17.48  -0.6084
O  14.80  1.65  18.66  -0.0211
O  15.29  2.14  16.64  -0.0211
O  13.39  1.25  17.06  -0.3228
Br  13.27  -2.12  16.11  -0.4775
Br  10.52  1.06  14.32  -0.4294

HOMO in eV: -5.94
Orbital gap in eV: 8.06
Charge: -1


(2)
Molecular formula: C29H61N11O7
Method: DFT, ωB97M-V with the def2-TZVPD basis set

Last column: Löwdin charge in e.
Atoms and positions in Å:
C  -1.37  2.77  11.07  -0.0349
N  -0.54  1.57  10.77  -0.1906
C  -0.66  1.14  9.39  -0.0488
C  0.39  1.11  11.59  -0.3654
O  1.24  0.30  11.25  -0.0091
H  -2.37  2.50  10.72  0.0811
H  -1.05  3.69  10.58  0.0857
H  -1.39  2.95  12.15  0.0822
H  -0.12  0.23  9.12  0.0903
H  -1.72  0.98  9.18  0.0845
H  -0.29  1.93  8.73  0.0913
H  0.36  1.52  12.61  0.1337
C  8.15  2.69  6.93  -0.0606
N  7.43  2.12  5.81  -0.1940
C  7.00  0.74  5.98  -0.0471
C  7.25  2.83  4.70  -0.3215
O  6.58  2.44  3.71  -0.0377
H  9.12  2.21  6.89  0.0886
H  7.67  2.44  7.87  0.0888
H  8.33  3.77  6.89  0.0869
H  6.19  0.62  6.70  0.0880
H  6.57  0.26  5.09  0.0883
H  7.77  0.07  6.34  0.0873
H  7.69  3.84  4.70  0.1330
C  -6.27  1.88  1.70  -0.0616
N  -5.38  3.01  1.87  -0.2051
C  -4.63  3.08  3.12  -0.0400
C  -5.00  3.66  0.76  -0.3000
O  -3.96  4.38  0.68  -0.0454
H  -5.70  0.95  1.75  0.0890
H  -6.74  1.87  0.72  0.0837
H  -7.04  1.86  2.48  0.0875
H  -3.89  3.88  3.08  0.0852
H  -5.29  3.24  3.97  0.0882
H  -4.05  2.17  3.23  0.0885
H  -5.68  3.48  -0.10  0.1301
C  -9.18  -0.52  -6.20  -0.0803
N  -10.21  -1.31  -6.79  -0.2107
C  -10.04  -1.58  -8.19  -0.0723
C  -11.31  -1.80  -6.09  -0.3146
O  -12.19  -2.50  -6.54  0.0170
H  -8.70  -1.12  -5.43  0.0863
H  -9.67  0.32  -5.70  0.0861
H  -8.36  -0.17  -6.82  0.0928
H  -10.73  -2.32  -8.58  0.0852
H  -10.13  -0.69  -8.81  0.0902
H  -9.06  -2.03  -8.36  0.0870
H  -11.28  -1.47  -5.04  0.1332
C  3.23  9.49  -4.98  -0.0557
N  2.89  8.15  -5.53  -0.1935
C  2.46  8.11  -6.94  -0.0384
C  2.86  7.03  -4.78  -0.3534
O  2.48  5.95  -5.19  0.0062
H  4.19  9.81  -5.40  0.0834
H  3.12  9.46  -3.90  0.0814
H  2.58  10.34  -5.21  0.0807
H  1.46  8.52  -7.06  0.0925
H  3.27  8.64  -7.43  0.0843
H  2.52  7.10  -7.33  0.0825
H  3.25  7.26  -3.77  0.1300
C  1.75  -2.07  -7.32  -0.0480
N  0.48  -2.58  -7.94  -0.1862
C  0.43  -3.97  -8.42  -0.0535
C  -0.60  -1.74  -8.11  -0.3061
O  -1.61  -2.09  -8.76  -0.0268
H  1.89  -0.99  -7.26  0.0825
H  2.61  -2.35  -7.92  0.0762
H  1.88  -2.55  -6.35  0.0791
H  1.19  -4.10  -9.19  0.0866
H  0.59  -4.62  -7.56  0.0822
H  -0.51  -4.36  -8.81  0.0840
H  -0.44  -0.78  -7.61  0.1300
C  0.43  -0.74  1.29  -0.0528
N  -0.73  -1.37  0.62  -0.1858
C  -1.34  -2.49  1.32  -0.0492
C  -1.17  -0.89  -0.56  -0.3192
O  -2.18  -1.36  -1.13  -0.0332
H  0.23  -0.47  2.33  0.0835
H  0.69  0.21  0.83  0.0797
H  1.36  -1.31  1.30  0.0835
H  -1.56  -2.17  2.34  0.0838
H  -2.32  -2.83  0.97  0.0879
H  -0.66  -3.33  1.36  0.0896
H  -0.52  -0.10  -0.96  0.1321
C  -5.08  -5.72  -4.72  -0.0719
C  -6.02  -5.71  -3.63  -0.3117
N  -6.83  -5.71  -2.83  0.1283
H  -5.26  -4.79  -5.27  0.0864
H  -5.26  -6.61  -5.31  0.0857
H  -4.07  -5.71  -4.31  0.0832
C  3.84  -6.43  -0.44  -0.0842
C  4.74  -6.34  0.66  -0.3044
N  5.47  -6.24  1.57  0.1255
H  2.97  -6.81  0.09  0.0888
H  4.16  -7.23  -1.11  0.0858
H  3.69  -5.53  -1.04  0.0886
C  4.03  -5.97  8.79  -0.0823
C  2.80  -5.84  8.01  -0.2787
N  1.84  -5.70  7.35  0.1147
H  4.00  -6.75  9.55  0.0807
H  4.23  -4.99  9.23  0.0838
H  4.83  -6.31  8.14  0.0818
C  8.55  -0.95  -2.04  -0.0799
C  9.87  -0.70  -1.49  -0.2914
N  10.92  -0.63  -1.04  0.1262
H  8.07  -0.05  -2.44  0.0815
H  7.96  -1.42  -1.26  0.0833
H  8.58  -1.67  -2.85  0.0803

HOMO in eV: -9.02
Orbital gap in eV: 9.15
SMILES: CN(C)C=O.CN(C)C=O.CN(C)C=O.CN(C)C=O.CN(C)C=O.CN(C)C=O.CN(C)C=O.CC#N.CC#N.CC#N.CC#N


(3)
Molecular formula: C17H17N3O4S
Method: DFT, ωB97M-V with the def2-TZVPD basis set

Last column: Löwdin charge in e.
Atoms and positions in Å:
C  3.12  2.75  -2.23  -0.3979
S  1.31  2.60  -2.28  0.8899
C  1.03  0.87  -2.45  -0.5517
C  -0.30  0.47  -2.62  -0.0997
C  -0.62  -0.87  -2.71  -0.0248
C  0.37  -1.84  -2.62  -0.2776
N  0.07  -3.21  -2.64  0.1390
C  -1.02  -3.87  -2.14  -0.5375
O  -1.32  -4.97  -2.53  0.0712
N  -1.78  -3.22  -1.19  0.1433
C  -1.44  -2.19  -0.32  -0.2610
C  -2.42  -1.29  0.10  -0.0059
C  -2.09  -0.23  0.90  0.0012
C  -0.77  -0.04  1.33  -0.1307
C  -0.49  1.17  2.14  -0.4150
O  -1.25  2.14  2.16  0.0504
N  0.65  1.16  2.88  0.0908
C  1.11  2.34  3.59  -0.0621
C  0.29  2.63  4.87  -0.5331
O  0.80  2.64  5.96  0.1058
O  -0.98  2.89  4.66  0.1178
C  0.20  -0.97  0.96  -0.0059
C  -0.13  -2.04  0.15  -0.0160
C  1.70  -1.44  -2.51  -0.0271
C  2.03  -0.10  -2.43  -0.0911
H  3.51  2.25  -1.35  0.0344
H  3.55  2.34  -3.14  0.0380
H  3.32  3.81  -2.17  0.0301
H  -1.07  1.22  -2.67  0.1077
H  -1.65  -1.16  -2.86  0.1252
H  0.68  -3.80  -3.19  0.1592
H  -2.70  -3.62  -1.08  0.1595
H  -3.44  -1.43  -0.23  0.1188
H  -2.83  0.49  1.20  0.1229
H  1.17  0.31  2.99  0.1366
H  2.15  2.21  3.86  0.1307
H  1.00  3.21  2.93  0.1385
H  -1.23  2.79  3.70  0.0795
H  1.23  -0.85  1.27  0.1134
H  0.62  -2.76  -0.11  0.1238
H  2.48  -2.18  -2.48  0.1177
H  3.07  0.18  -2.33  0.0920

HOMO in eV: -8.18
Energy above the lowest of the compared OMol25 structures with the same formula, charge and spin in kcal per mole: 0.00
Orbital gap in eV: 8.22
SMILES: CSc1ccc(NC(=O)Nc2ccc(C(=O)NCC(=O)O)cc2)cc1


(4)
Molecular formula: C3H5N3O
Method: DFT, ωB97M-V with the def2-TZVPD basis set

Last column: Löwdin charge in e.
Atoms and positions in Å:
C  -0.30  -1.47  0.24  0.0960
C  -0.86  0.88  0.04  0.1395
C  -0.29  2.08  -0.18  0.0466
N  1.02  -1.39  0.05  0.2715
N  -1.10  -0.31  0.34  0.1461
N  1.94  -2.12  0.09  0.0629
O  2.99  -2.54  -0.06  0.4222
H  -0.82  -2.23  -0.20  0.1434
H  0.44  2.46  0.52  0.1537
H  -0.99  2.81  -0.38  0.1141
H  -0.03  2.33  -1.23  0.1912
H  -2.00  -0.51  0.77  0.2129

HOMO (spin up / spin down) in eV: -19.72 / -18.61
Energy above the lowest of the compared OMol25 structures with the same formula, charge and spin in kcal per mole: 119.61
Orbital gap (spin up / spin down) in eV: 8.42 / 6.23
Charge: +2


(5)
Molecular formula: C6H15NO
Method: DFT, ωB97M-V with the def2-TZVPD basis set

Last column: Löwdin charge in e.
Atoms and positions in Å:
C  -1.46  -0.42  -1.54  0.0526
C  -0.32  -0.05  -0.96  -0.3723
C  0.69  -1.11  -0.50  -0.1393
C  0.49  -1.36  1.01  -0.2385
C  -0.51  -2.47  1.30  -0.1065
N  0.08  1.29  -0.72  -0.0690
C  1.32  1.73  -1.36  -0.0872
H  -2.23  0.22  -1.96  0.0575
H  -1.71  -1.46  -1.57  0.0475
H  0.43  -1.98  -1.03  0.0916
H  1.69  -0.73  -0.65  0.0930
H  0.10  -0.46  1.48  0.0829
H  1.44  -1.60  1.49  0.1031
H  -0.12  -3.45  1.03  0.0741
H  -0.86  -2.37  2.32  0.0676
H  -1.42  -2.37  0.70  0.0627
H  -0.68  1.91  -0.97  0.1197
H  1.96  2.29  -0.67  0.0785
H  1.12  2.45  -2.16  0.0819
H  1.90  0.92  -1.75  0.0679
O  -0.52  1.96  2.09  -0.0774
H  -0.13  1.68  1.25  -0.0196
H  0.25  2.27  2.58  0.0290

HOMO in eV: -8.66
Energy above the lowest of the compared OMol25 structures with the same formula, charge and spin in kcal per mole: 38.48
Orbital gap in eV: 9.53
SMILES: C=C(CCC)NC.O